Density functional theory data (ωB97M-V/def2-TZVPD) for one molecule with the formula C4H7NO.

## Properties
E_HOMO	-7.819	eV
calculated total energy	-286.4864	a.u.
2S+1	1
frontier orbital gap	8.782	eV
energy above the lowest of the compared OMol25 structures with the same formula, charge and spin	91.1	kcal per mole

XYZ file:
```
13
Properties=species:S:1:pos:R:3:nbo_charge:R:1
O -2.557 0.776 0.837 -0.662
C -1.771 -0.325 0.722 0.144
C -0.461 0.007 0.670 -0.229
N 0.544 -0.708 0.011 -0.412
C 0.963 -0.286 -1.322 -0.242
C 1.828 -0.068 -0.134 -0.249
H -1.815 1.378 0.550 0.482
H -2.256 -1.299 0.703 0.196
H -0.157 0.744 1.423 0.190
H 0.497 0.590 -1.781 0.192
H 1.163 -1.102 -2.011 0.202
H 2.684 -0.703 0.073 0.202
H 1.933 0.964 0.209 0.187
```

***

Density functional theory data (ωB97M-V/def2-TZVPD) for one molecule with the formula C4H7NO.

## Properties
E_HOMO	-9.573	eV
calculated total energy	-286.5638	a.u.
2S+1	1
frontier orbital gap	9.372	eV
energy above the lowest of the compared OMol25 structures with the same formula, charge and spin	42.6	kcal per mole

XYZ file:
```
13
Properties=species:S:1:pos:R:3:nbo_charge:R:1
C -1.231 0.246 -1.486 -0.605
C -0.426 -0.659 -0.557 -0.257
N 0.936 -0.156 -0.477 -0.334
C 1.469 0.221 0.609 0.001
C 0.903 0.233 2.001 0.352
O 1.554 0.679 2.918 -0.485
H -2.198 -0.207 -1.724 0.213
H -0.679 0.408 -2.416 0.221
H -1.411 1.222 -1.022 0.206
H -0.940 -0.763 0.408 0.167
H -0.357 -1.660 -0.998 0.209
H 2.492 0.606 0.574 0.190
H -0.112 -0.171 2.171 0.120
```

***

Q: Which value of calculated total energy does entry 2 give?
A: -286.5638 a.u.

***

Q: What is the calculated total energy in the second record?
A: -286.5638 a.u.

***

Q: What is the energy above the lowest of the compared OMol25 structures with the same formula, charge and spin in the second record?
A: 42.6 kcal per mole

***

Please write out number 2 again, unchanged.
Density functional theory data (ωB97M-V/def2-TZVPD) for one molecule with the formula C4H7NO.

## Properties
E_HOMO	-9.573	eV
calculated total energy	-286.5638	a.u.
2S+1	1
frontier orbital gap	9.372	eV
energy above the lowest of the compared OMol25 structures with the same formula, charge and spin	42.6	kcal per mole

XYZ file:
```
13
Properties=species:S:1:pos:R:3:nbo_charge:R:1
C -1.231 0.246 -1.486 -0.605
C -0.426 -0.659 -0.557 -0.257
N 0.936 -0.156 -0.477 -0.334
C 1.469 0.221 0.609 0.001
C 0.903 0.233 2.001 0.352
O 1.554 0.679 2.918 -0.485
H -2.198 -0.207 -1.724 0.213
H -0.679 0.408 -2.416 0.221
H -1.411 1.222 -1.022 0.206
H -0.940 -0.763 0.408 0.167
H -0.357 -1.660 -0.998 0.209
H 2.492 0.606 0.574 0.190
H -0.112 -0.171 2.171 0.120
```